# C11H10BCl2F4FeN2O4

A molecular structure, C11H10BCl2F4FeN2O4 (ωB97M-V/def2-TZVPD, OMol25).

The geometry in ORCA input format:
```
! wB97M-V def2-TZVPD RIJCOSX def2/J DEFGRID3
* xyz -1 5
Fe -1.198 -0.150 0.760
O -1.291 4.054 1.432
C -0.985 2.895 1.180
O -1.751 1.914 0.931
C 0.504 2.542 1.139
C 1.470 3.504 1.396
C 2.801 3.128 1.372
C 3.115 1.802 1.103
C 2.083 0.914 0.855
N 0.804 1.279 0.861
H 1.139 4.509 1.613
H 3.587 3.847 1.567
H 4.141 1.460 1.096
H 2.276 -0.133 0.657
Cl -2.416 2.098 -2.818
C -2.884 0.408 -2.582
Cl -3.265 0.074 -0.879
H -2.045 -0.216 -2.882
H -3.780 0.219 -3.161
O 0.555 -1.757 0.897
C 0.575 -1.984 -0.314
C 1.468 -3.008 -0.998
C 1.261 -2.680 -2.470
C 0.062 -1.719 -2.453
O -0.517 -1.362 -3.466
N -0.214 -1.330 -1.176
H 1.101 -4.001 -0.735
H 2.496 -2.922 -0.649
H 1.053 -3.543 -3.100
H 2.111 -2.144 -2.894
F -2.583 -1.582 1.339
B -2.481 -1.572 2.799
F -3.648 -1.111 3.357
F -1.426 -0.621 2.964
F -2.117 -2.813 3.259
*
```

As for the total energy: -3444.50875 Eh. The expectation value of S² is 6.006. For the HOMO energy (spin up / spin down), the calculation gives -6.46 / -6.18 eV. Its energy relative to the best compared isomer or geometry (same formula, charge and spin) is 0.6781 eV. As for the frontier orbital gap (spin up / spin down): 9.219 / 8.935 eV. Its LUMO energy (spin up / spin down) is 2.7540 / 2.7537 eV.

# C11H10BrCl

A molecular structure, C11H10BrCl (ωB97M-V/def2-TZVPD, OMol25).

The geometry in ORCA input format:
```
! wB97M-V def2-TZVPD RIJCOSX def2/J DEFGRID3
* xyz 0 1
C 2.400 1.563 -1.140
C 2.158 0.199 -1.242
C 1.682 2.332 -0.202
C 1.425 -0.465 -0.347
C 0.957 1.621 0.706
C 0.662 0.252 0.563
C -0.936 -1.713 1.488
C -1.528 -1.176 -1.084
C -0.185 -0.339 1.531
C -1.790 -1.455 0.387
C -2.734 -0.531 -0.270
Cl -4.423 -0.785 -0.527
Br -2.560 1.483 -0.053
H 3.165 2.050 -1.805
H 2.879 -0.505 -1.798
H 1.767 3.411 -0.108
H 1.235 -1.529 -0.437
H 0.523 2.233 1.425
H -0.329 -2.549 1.352
H -1.397 -1.865 2.457
H -0.661 -0.494 -1.369
H -1.576 -2.046 -1.721
H -0.734 0.310 2.194
*
```

As for the total energy: -3459.17588 Eh. For the HOMO energy (spin up / spin down), the calculation gives -7.54 / -8.12 eV. Its energy relative to the best compared isomer or geometry (same formula, charge and spin) is 0.0000 eV. As for the frontier orbital gap (spin up / spin down): 6.712 / 7.368 eV. Its LUMO energy (spin up / spin down) is -0.8301 / -0.7488 eV.